Entry 1:
A molecular structure, C3H6N2O3S. Source: OMol25; level of theory: wB97M-V/def2-TZVPD.

Output
total energy: -851.22377 a.u.
HOMO level: -10.0577 eV

XYZ file:
```
15
C3H6N2O3S wB97M-V/def2-TZVPD
C 1.290 0.014 -0.749
C 1.802 -0.354 0.581
C 2.353 -0.819 -1.264
N 2.913 -1.015 -0.141
N -1.819 1.009 0.162
O 0.821 0.963 -1.315
O -3.495 -0.826 0.638
O -1.136 -1.161 -0.106
S -2.324 -0.410 -0.438
H 2.137 0.545 1.068
H 1.279 -1.001 1.372
H 2.856 -0.926 -2.285
H -3.059 -0.990 1.505
H -2.471 1.745 -0.045
H -1.044 1.300 -0.306
```

Atom charges from the Mulliken analysis, given in e for atoms 1 to 2: C 0.8384; C -0.2297

---

Entry 2:
12 unconnected molecules or ions with the total composition C26H48Cl22IN2. Source: OMol25; level of theory: wB97M-V/def2-TZVPD.

Output
charge: +1
total energy: -11550.68817 a.u.
HOMO level: -11.6208 eV

XYZ file:
```
99
C26H48Cl22IN2 wB97M-V/def2-TZVPD
I 5.078 -2.879 -1.839
C 3.031 -2.441 -1.677
C 2.113 -3.437 -1.437
C 0.765 -3.044 -1.332
N 0.345 -1.818 -1.422
N 1.273 -0.933 -1.654
C 2.558 -1.132 -1.801
H 2.413 -4.473 -1.327
H 0.015 -3.805 -1.133
H 0.956 0.043 -1.720
H 3.230 -0.306 -2.009
Cl -3.639 -2.254 0.107
C -3.419 -2.325 -1.662
C -3.530 -3.729 -2.201
Cl -2.151 -4.731 -1.673
H -2.453 -1.883 -1.895
H -4.194 -1.699 -2.102
H -3.511 -3.705 -3.289
H -4.447 -4.220 -1.887
Cl -0.836 3.186 -4.708
C -1.149 3.277 -2.957
C 0.105 3.572 -2.173
Cl 1.267 2.207 -2.211
H -1.609 2.340 -2.649
H -1.873 4.076 -2.802
H -0.142 3.745 -1.127
H 0.621 4.450 -2.552
Cl -8.711 -3.035 1.253
C -7.096 -2.453 1.736
C -7.027 -2.094 3.199
Cl -7.992 -0.646 3.585
H -6.843 -1.604 1.104
H -6.393 -3.259 1.524
H -5.988 -1.866 3.470
H -7.381 -2.906 3.824
Cl -6.409 -0.411 7.442
C -7.099 -1.959 7.996
C -6.186 -3.123 7.706
Cl -6.059 -3.451 5.958
H -8.069 -2.084 7.522
H -7.251 -1.871 9.071
H -6.580 -4.026 8.171
H -5.185 -2.953 8.089
Cl -3.659 4.242 -0.966
C -4.362 2.715 -0.370
C -3.478 1.534 -0.670
Cl -3.403 1.180 -2.422
H -5.348 2.601 -0.815
H -4.483 2.819 0.707
H -3.870 0.641 -0.183
H -2.462 1.697 -0.317
Cl 2.324 3.141 1.821
C 3.865 3.672 1.084
C 3.794 5.095 0.592
Cl 2.703 5.253 -0.810
H 4.111 2.982 0.281
H 4.631 3.588 1.853
H 4.780 5.425 0.271
H 3.444 5.770 1.370
Cl 4.487 0.067 0.747
C 3.953 -1.221 1.859
C 2.452 -1.348 1.896
Cl 1.664 0.051 2.665
H 4.362 -1.009 2.844
H 4.393 -2.152 1.499
H 2.170 -2.226 2.476
H 2.041 -1.454 0.894
Cl -3.908 -2.232 3.962
C -2.406 -1.478 4.579
C -1.857 -2.166 5.802
Cl -2.889 -1.931 7.229
H -2.619 -0.430 4.774
H -1.677 -1.536 3.771
H -0.882 -1.748 6.048
H -1.741 -3.236 5.641
Cl 2.204 -3.621 -5.064
C 3.785 -4.316 -5.520
C 3.668 -5.757 -5.940
Cl 3.244 -6.815 -4.569
H 4.460 -4.202 -4.675
H 4.168 -3.717 -6.345
H 4.623 -6.106 -6.329
H 2.914 -5.889 -6.713
Cl 6.860 3.401 3.467
C 8.382 3.948 2.714
C 8.297 5.369 2.216
Cl 7.199 5.534 0.818
H 8.627 3.258 1.911
H 9.156 3.874 3.477
H 9.280 5.701 1.885
H 7.951 6.045 2.994
Cl 3.207 5.276 -5.963
C 1.963 4.474 -6.956
C 2.509 3.990 -8.276
Cl 2.939 5.335 -9.361
H 1.143 5.175 -7.097
H 1.595 3.629 -6.375
H 1.754 3.397 -8.789
H 3.395 3.373 -8.138
```

Atom charges from the Mulliken analysis, given in e for atoms 1 to 2: I 0.2747; C -0.5342

---

Entry 3:
A molecular structure, C52H56N6OP2SV. Source: OMol25; level of theory: wB97M-V/def2-TZVPD.

Output
multiplicity: 3
charge: +3
total energy: -4443.02240 a.u.
HOMO level (spin up / spin down): -15.4936 / -15.4499 eV

XYZ file:
```
119
C52H56N6OP2SV wB97M-V/def2-TZVPD
V -0.347 -0.066 -0.012
O -2.181 -1.031 0.118
S -1.975 -0.637 1.606
C -1.863 -2.174 2.484
C -2.810 -2.714 3.341
C -2.620 -3.996 3.838
C -1.531 -4.747 3.433
C -0.616 -4.215 2.537
C -0.739 -2.909 2.072
P 0.453 -2.297 0.812
C 0.357 -3.691 -0.365
C -0.901 -4.198 -0.696
C -1.009 -5.321 -1.499
C 0.135 -5.944 -1.984
C 1.385 -5.430 -1.674
C 1.500 -4.308 -0.865
C 2.097 -2.416 1.562
C 3.144 -1.884 0.813
C 4.457 -2.018 1.236
C 4.735 -2.665 2.432
C 3.696 -3.174 3.199
C 2.383 -3.057 2.766
C -3.281 0.498 2.012
C -4.169 0.390 3.071
C -5.132 1.376 3.248
C -5.199 2.451 2.380
C -4.279 2.566 1.347
C -3.295 1.606 1.147
P -2.053 1.874 -0.189
C -2.955 1.624 -1.730
C -4.163 0.940 -1.794
C -4.755 0.701 -3.027
C -4.149 1.147 -4.190
C -2.940 1.835 -4.129
C -2.339 2.068 -2.905
C -1.733 3.651 -0.068
C -2.386 4.572 -0.887
C -2.190 5.932 -0.697
C -1.356 6.383 0.315
C -0.710 5.471 1.139
C -0.893 4.113 0.943
H -3.711 -2.193 3.612
H -3.351 -4.415 4.515
H -1.406 -5.759 3.792
H 0.196 -4.833 2.178
H -1.801 -3.742 -0.300
H -1.986 -5.722 -1.732
H 0.050 -6.833 -2.592
H 2.277 -5.918 -2.038
H 2.487 -3.954 -0.597
H 2.924 -1.383 -0.124
H 5.265 -1.629 0.630
H 5.757 -2.779 2.763
H 3.908 -3.673 4.133
H 1.596 -3.460 3.386
H -4.130 -0.415 3.783
H -5.828 1.292 4.070
H -5.951 3.214 2.518
H -4.314 3.432 0.698
H -4.649 0.590 -0.892
H -5.699 0.177 -3.075
H -4.623 0.974 -5.144
H -2.479 2.200 -5.036
H -1.402 2.613 -2.860
H -3.052 4.240 -1.671
H -2.698 6.639 -1.337
H -1.213 7.443 0.464
H -0.065 5.821 1.932
H -0.376 3.412 1.585
C 3.691 2.102 3.098
N 3.110 1.508 1.894
C 4.024 1.479 0.762
C 1.846 1.091 1.848
N 1.142 1.073 0.707
C 1.464 1.965 -0.359
C 1.949 3.259 -0.195
C 2.138 4.073 -1.297
C 1.819 3.612 -2.572
C 1.318 2.333 -2.743
C 1.157 1.497 -1.640
N 0.607 0.184 -1.713
C 0.850 -0.577 -2.811
N 1.990 -0.457 -3.515
C 2.018 -0.599 -4.970
C 3.247 -0.020 -2.934
N -0.058 -1.468 -3.207
C 0.303 -2.651 -3.985
C -1.488 -1.350 -2.956
N 1.239 0.645 2.990
C 1.995 -0.049 4.027
C 0.043 1.303 3.495
H 4.374 1.415 3.599
H 2.907 2.414 3.784
H 4.251 2.984 2.791
H 4.260 2.494 0.440
H 3.585 0.935 -0.069
H 4.938 0.979 1.083
H 2.153 3.641 0.796
H 2.517 5.075 -1.164
H 1.949 4.255 -3.430
H 1.046 1.985 -3.730
H 1.005 -0.628 -5.363
H 2.557 -1.494 -5.282
H 2.524 0.274 -5.382
H 3.178 -0.024 -1.850
H 3.510 0.986 -3.269
H 4.031 -0.714 -3.246
H 1.366 -2.852 -3.890
H 0.036 -2.534 -5.036
H -0.251 -3.492 -3.571
H -1.720 -0.397 -2.485
H -1.825 -2.173 -2.327
H -2.013 -1.395 -3.912
H 2.912 -0.454 3.612
H 1.387 -0.881 4.384
H 2.223 0.598 4.876
H -0.556 1.697 2.681
H 0.307 2.123 4.171
H -0.551 0.585 4.064
```

Atom charges from the Mulliken analysis, given in e for atoms 1 to 2: V 1.0310; O -0.7677

---

Entry 4:
6 unconnected molecules or ions with the total composition C12H30O6. Source: OMol25; level of theory: wB97M-V/def2-TZVPD.

Output
total energy: -926.56710 a.u.
HOMO level: -9.0319 eV

XYZ file:
```
48
C12H30O6 wB97M-V/def2-TZVPD
C 0.701 3.698 -2.111
C 0.496 4.136 -3.550
C 1.172 2.991 -4.273
O 0.635 1.925 -3.555
C 0.482 2.271 -2.136
H 0.010 4.114 -1.378
H 1.738 3.907 -1.849
H 1.026 5.063 -3.771
H -0.560 4.193 -3.814
H 2.250 2.831 -4.268
H 0.816 2.969 -5.303
H 1.270 1.748 -1.593
H -0.492 2.018 -1.717
C 1.582 0.214 3.536
C 2.207 0.098 2.185
C 1.593 0.999 1.191
O 0.687 1.683 2.008
C 0.347 0.910 3.166
H 2.177 0.859 4.182
H 1.372 -0.746 4.009
H 2.098 -0.920 1.813
H 3.280 0.267 2.284
H 1.024 0.560 0.372
H 2.302 1.764 0.873
H -0.518 0.266 3.010
H 0.073 1.636 3.932
C -1.786 -4.734 1.069
C -1.128 -4.332 2.404
C -0.879 -2.809 2.187
O -1.172 -2.592 0.808
C -1.268 -3.795 0.070
H -2.873 -4.680 1.127
H -1.654 -5.785 0.814
H -0.186 -4.857 2.561
H -1.857 -4.490 3.199
H 0.154 -2.543 2.410
H -1.562 -2.193 2.773
H -0.257 -4.076 -0.226
H -1.939 -3.697 -0.784
O -0.832 -0.669 -1.149
H -0.969 -1.367 -0.509
H -1.382 0.051 -0.841
O -2.327 1.543 0.212
H -2.567 0.929 0.907
H -3.140 1.686 -0.273
O -0.107 -0.620 -3.608
H 0.023 -0.752 -2.669
H -0.059 0.329 -3.726
```

Atom charges from the Mulliken analysis, given in e for atoms 1 to 2: C -0.4409; C -0.6251

---

Entry 5:
A molecular structure, C31H34BCl2F8N3OZr. Source: OMol25; level of theory: wB97M-V/def2-TZVPD.

Output
total energy: -3232.80428 a.u.
HOMO level: -7.9108 eV

XYZ file:
```
81
C31H34BCl2F8N3OZr wB97M-V/def2-TZVPD
Zr -0.498 -0.898 0.501
C -0.852 -3.249 1.392
C 0.258 -2.762 2.136
C 1.362 -2.683 1.256
C 0.928 -3.027 -0.034
C -0.451 -3.377 0.041
C -1.320 -3.858 -1.082
C 1.808 -3.115 -1.240
C 2.781 -2.470 1.666
C 0.290 -2.548 3.620
C -2.118 -3.787 1.976
H -1.421 -4.946 -1.063
H -0.905 -3.574 -2.048
H -2.326 -3.439 -1.013
H 2.644 -3.793 -1.048
H 2.219 -2.146 -1.520
H 1.263 -3.492 -2.099
H 3.154 -3.380 2.144
H 2.895 -1.660 2.381
H 3.423 -2.274 0.808
H 0.322 -3.503 4.151
H -0.591 -2.010 3.970
H 1.173 -1.980 3.915
H -2.966 -3.672 1.305
H -2.367 -3.313 2.921
H -1.986 -4.857 2.164
C 0.245 4.109 -0.874
C 1.375 3.143 -0.557
N 1.291 1.904 -1.319
C 1.219 2.097 -2.766
C 2.345 2.921 -3.395
C 2.327 0.951 -0.966
C 2.434 0.630 0.522
N 1.153 0.333 1.173
C 1.019 0.887 2.433
C -0.183 1.525 2.740
F -1.075 1.601 1.726
C -0.478 2.109 3.949
F -1.661 2.704 4.125
C 0.461 2.097 4.960
C 1.677 1.500 4.691
F 2.617 1.473 5.646
C 1.960 0.906 3.474
F 3.168 0.339 3.309
H 0.259 4.944 -0.172
H 0.322 4.524 -1.880
H -0.718 3.605 -0.787
H 2.346 3.650 -0.697
H 1.314 2.882 0.501
H 1.212 1.103 -3.220
H 0.256 2.551 -3.013
H 3.326 2.508 -3.155
H 2.244 2.925 -4.481
H 2.325 3.958 -3.057
H 2.127 0.036 -1.528
H 3.337 1.290 -1.257
H 3.157 -0.185 0.608
H 2.889 1.483 1.032
H 0.259 2.544 5.923
Cl 0.528 -1.960 -4.343
C -0.634 -0.785 -3.851
C -1.385 -0.129 -4.846
C -2.268 0.850 -4.515
Cl -3.172 1.650 -5.761
C -2.465 1.228 -3.161
C -3.343 2.234 -2.723
C -3.428 2.487 -1.384
C -2.657 1.745 -0.480
N -1.814 0.795 -0.848
C -1.720 0.546 -2.178
C -0.774 -0.463 -2.521
O -0.083 -0.990 -1.531
H -1.241 -0.412 -5.879
H -3.934 2.784 -3.442
H -4.090 3.249 -0.997
H -2.763 1.943 0.571
F -1.954 -0.719 2.452
B -3.290 -0.793 1.837
F -4.085 -1.697 2.452
F -2.867 -1.262 0.504
F -3.825 0.457 1.754
```

Atom charges from the Mulliken analysis, given in e for atoms 1 to 2: Zr -0.1912; C 0.4855

---

Entry 6:
A molecular structure, C21H56F2InO9P. Source: OMol25; level of theory: wB97M-V/def2-TZVPD.

Output
charge: +2
total energy: -2241.29205 a.u.
HOMO level: -11.1926 eV

XYZ file:
```
90
C21H56F2InO9P wB97M-V/def2-TZVPD
In 0.510 0.895 -0.728
O 0.508 -0.208 1.008
P 0.057 0.920 1.935
O 0.258 2.149 1.108
F 0.707 0.795 3.305
F -1.426 0.804 2.347
C 1.226 -4.853 2.624
C -0.039 -4.203 2.320
C -0.947 -3.879 3.468
O 0.067 -2.970 1.598
H 1.107 -5.673 3.369
H 1.824 -4.198 3.259
H 1.813 -5.185 1.774
H -0.593 -4.866 1.658
H -1.098 -4.712 4.100
H -1.896 -3.567 3.082
H -0.546 -3.095 4.174
H 0.603 -2.436 2.200
C -2.840 2.796 -2.896
C -1.361 2.576 -3.231
C -0.780 3.794 -4.047
O -0.522 2.427 -1.921
H -2.904 3.038 -1.819
H -3.404 1.842 -3.084
H -3.283 3.599 -3.500
H -1.187 1.688 -3.754
H -0.888 4.726 -3.545
H -1.297 3.576 -5.063
H 0.252 3.504 -4.219
H -0.387 3.229 -1.647
C -4.713 -5.621 0.239
C -4.089 -4.734 1.316
C 5.571 1.006 -0.390
O -3.030 -4.148 1.161
H -4.366 -5.282 -0.741
H -5.850 -5.680 0.296
H -4.452 -6.666 0.387
H -4.582 -4.653 2.253
H 5.869 0.624 -1.389
H 5.492 0.299 0.382
H 5.640 2.072 -0.359
H 6.310 -5.892 0.191
C 4.110 3.983 -1.349
C 2.876 3.263 -1.777
C 2.768 2.888 -3.207
O 2.622 2.133 -0.846
H 4.050 5.000 -1.694
H 5.041 3.512 -1.699
H 4.180 4.102 -0.239
H 2.095 3.932 -1.489
H 3.518 2.233 -3.582
H 3.025 3.797 -3.873
H 1.780 2.464 -3.391
H 3.443 1.699 -0.553
C -2.855 4.703 2.658
C -2.088 3.666 3.404
C -0.912 4.152 4.304
O -2.951 2.834 4.144
H -3.665 5.209 3.296
H -3.510 4.176 1.995
H -2.424 5.616 2.116
H -1.607 2.911 2.709
H -1.180 4.595 5.266
H -0.327 4.935 3.797
H -0.229 3.446 4.572
H -3.505 3.219 4.793
C 2.379 -2.636 -2.292
C 2.232 -1.982 -0.955
C 3.440 -1.954 -0.074
O 2.030 -0.524 -1.334
H 3.135 -2.164 -2.876
H 1.431 -2.562 -2.742
H 2.575 -3.745 -2.150
H 1.305 -2.361 -0.374
H 4.249 -1.628 -0.714
H 3.509 -2.949 0.419
H 3.275 -1.223 0.784
H 2.677 -0.246 -2.036
C -2.744 -0.788 0.119
C -1.907 -1.480 -0.881
C -2.695 -2.457 -1.830
O -0.954 -0.503 -1.705
H -2.147 -0.435 0.933
H -3.559 -1.417 0.487
H -3.314 0.010 -0.315
H -1.158 -2.134 -0.435
H -3.277 -3.102 -1.182
H -2.103 -3.124 -2.454
H -3.423 -2.008 -2.460
H -0.541 -0.895 -2.511
```

Atom charges from the Mulliken analysis, given in e for atoms 1 to 2: In 2.2669; O 0.1794